Entry from the OMol25 dataset: a 2-piece molecular cluster, C5H13NO overall at a distorted geometry (the ωB97M-V functional and the def2-TZVPD basis).

Cartesian coordinates (Å):
C -1.91 0.86 -0.26
N -0.73 1.62 0.15
C 0.17 1.11 1.22
C 1.48 -2.59 1.25
C 1.36 -1.08 1.38
C 0.23 -0.42 1.19
H -2.27 1.30 -1.19
H -1.72 -0.20 -0.40
H -2.69 0.93 0.51
H -1.04 2.51 0.49
H -0.23 1.42 2.18
H 1.20 1.42 1.08
H 1.89 -2.90 0.28
H 2.30 -2.95 1.88
H 0.51 -3.05 1.37
H 2.31 -0.63 1.62
H -0.70 -0.95 1.01
H 0.69 1.45 -4.48
H -0.76 1.24 -4.94
O -0.09 0.90 -4.35

## Properties
HOMO energy = -8.312 eV
gap between HOMO and LUMO = 0.3427 Ha
LUMO = 1.013 eV
total charge = 0
structure (SMILES) = C/C=C/CNC.O
energy relative to the best compared isomer or geometry (same formula, charge and spin) = 48.86 kcal/mol
electronic energy = -8931.8920 eV

The Mulliken scheme yields these atomic charges, measured in e: -0.84 -0.37 -0.29 -1.20 -0.24 -0.19 0.26 0.28 0.32 0.24 0.23 0.28 0.28 0.34 0.32 0.30 0.29 0.32 0.31 -0.63